Here is 13 unconnected molecules or ions with the total composition BF4H24O12 from the Open Molecules 2025 dataset. Energies are from ωB97M-V/def2-TZVPD.

Values from the calculation:
LUMO energy: 1.85 eV
M: 303.0 g/mol
energy: -1341.87689 a.u.
ΔE to the lowest compared entry with this formula, charge and spin: 285.64 kJ/mol
2S+1: 1
total charge: -1
gap between HOMO and LUMO: 10.1929 eV

Geometry as XYZ:
```
41
Properties=species:S:1:pos:R:3:forces:R:3:mulliken_charge:R:1
B 0.335 -0.252 -0.176 0.1 -0.4 -0.4 0.58
F -0.869 0.232 0.187 -2.3 1.8 0.8 -0.38
F 1.333 0.721 -0.034 0.3 -0.2 0.1 -0.42
F 0.478 -1.399 0.576 1.4 -1.2 1.4 -0.39
F 0.223 -0.695 -1.481 0.5 0.0 -1.8 -0.40
O 6.005 -0.255 -1.517 0.2 0.1 -0.2 -0.64
H 6.550 -0.309 -0.731 0.1 0.0 0.2 0.31
H 5.192 -0.697 -1.276 -0.3 -0.1 0.0 0.33
O 1.561 -4.408 -2.290 0.2 -0.4 -0.2 -0.65
H 0.938 -4.378 -1.564 -0.2 0.1 0.2 0.32
H 1.723 -3.490 -2.505 0.0 0.3 0.1 0.33
O -4.816 2.951 0.556 0.0 0.2 -0.2 -0.63
H -4.267 2.261 0.927 0.3 -0.3 0.1 0.34
H -5.578 2.988 1.135 -0.2 0.0 0.1 0.30
O -4.316 0.333 3.669 0.2 0.2 0.0 -0.61
H -5.149 0.633 4.034 -0.2 0.1 0.2 0.29
H -4.552 -0.406 3.109 0.1 -0.3 -0.2 0.33
O -3.321 -0.289 -3.607 -0.3 0.0 -0.3 -0.65
H -3.052 0.522 -3.176 0.2 0.2 0.2 0.32
H -3.018 -0.984 -3.021 0.2 -0.1 0.2 0.33
O 2.541 -5.309 3.887 -0.1 -0.2 0.0 -0.63
H 2.352 -4.374 3.807 -0.1 0.3 -0.1 0.32
H 3.474 -5.348 4.095 0.2 0.0 0.0 0.31
O 2.680 1.309 -5.155 0.3 0.0 -0.2 -0.65
H 2.236 1.355 -4.308 -0.1 0.0 0.3 0.34
H 1.992 1.060 -5.773 -0.2 0.0 -0.1 0.31
O -0.768 2.265 4.774 0.2 0.0 0.2 -0.62
H -0.888 3.194 4.575 0.0 0.2 -0.1 0.31
H -1.568 1.847 4.456 -0.2 -0.2 -0.2 0.30
O -1.492 4.862 -1.341 0.0 0.2 -0.2 -0.64
H -0.684 4.837 -0.829 0.2 -0.1 0.1 0.32
H -2.166 4.541 -0.741 -0.2 -0.2 0.1 0.32
O 3.141 3.939 3.176 0.0 0.3 0.2 -0.65
H 2.423 3.498 2.722 -0.2 -0.2 -0.1 0.33
H 3.913 3.752 2.642 0.2 -0.1 -0.1 0.32
O 0.148 -2.671 -6.669 -0.2 -0.1 -0.2 -0.63
H 0.603 -2.111 -7.297 0.1 0.1 -0.2 0.31
H 0.616 -2.538 -5.845 0.1 0.0 0.3 0.32
O -1.433 -2.733 3.830 -0.1 -0.3 0.3 -0.66
H -0.741 -2.598 3.183 0.2 0.1 -0.4 0.35
H -1.779 -1.856 3.997 0.0 0.3 0.0 0.31
```
Forces are in eV/Å.

Here is 14 unconnected molecules or ions with the total composition BF4H26O13 from the Open Molecules 2025 dataset. Energies are from ωB97M-V/def2-TZVPD.

Values from the calculation:
LUMO energy: 2.45 eV
M: 321.0 g/mol
energy: -1418.36753 a.u.
ΔE to the lowest compared entry with this formula, charge and spin: 123.34 kJ/mol
2S+1: 1
total charge: -1
gap between HOMO and LUMO: 9.7279 eV

Geometry as XYZ:
```
44
Properties=species:S:1:pos:R:3:forces:R:3:mulliken_charge:R:1
B 8.178 -21.886 6.935 0.5 0.6 0.1 0.26
F 9.196 -21.349 6.161 0.7 0.6 -0.5 -0.03
F 8.547 -23.154 7.233 0.0 -1.4 0.6 -0.37
F 8.016 -21.114 8.083 0.1 0.2 0.2 0.06
F 6.989 -21.832 6.214 -0.3 0.0 -0.4 -0.07
O 11.022 -19.513 4.564 0.7 0.6 -1.3 -0.72
H 10.450 -19.799 5.250 -0.9 -0.4 1.0 0.35
H 11.363 -18.658 4.834 0.1 -0.1 0.2 0.31
O 10.496 -21.081 10.501 -1.7 -0.9 -0.1 -0.65
H 11.390 -20.966 10.221 0.7 0.1 -0.6 0.28
H 10.018 -21.541 9.763 0.9 0.8 0.8 0.28
O 4.873 -21.873 8.433 -0.8 1.8 1.0 -0.61
H 5.244 -22.599 7.966 0.5 -1.6 -0.7 0.24
H 3.920 -21.997 8.470 0.2 -0.3 -0.1 0.24
O 10.823 -19.799 7.648 1.0 1.4 0.1 -0.56
H 10.508 -18.878 7.664 0.3 -0.3 0.8 0.33
H 10.115 -20.139 7.130 -0.9 -1.3 -0.4 0.16
O 7.909 -20.029 4.230 0.0 -0.2 -0.8 -0.64
H 7.948 -19.102 4.344 0.4 1.6 -0.3 0.27
H 7.357 -20.261 4.959 -0.7 -1.0 0.9 0.19
O 5.936 -24.106 4.561 -0.4 0.1 -1.6 -0.62
H 5.734 -24.475 3.672 0.3 0.2 1.0 0.28
H 5.819 -23.149 4.399 0.1 -0.6 0.3 0.22
O 4.509 -21.904 5.470 1.3 -0.5 0.4 -0.76
H 5.399 -22.034 5.910 -1.3 0.0 -0.7 0.43
H 4.207 -21.185 6.010 -0.5 0.8 0.3 0.28
O 6.103 -24.391 7.305 -2.5 -0.9 2.2 -0.76
H 6.899 -23.942 7.295 2.9 1.2 0.2 0.37
H 5.955 -24.562 6.405 -0.6 -0.4 -2.2 0.38
O 5.581 -19.159 8.020 -0.5 0.9 0.2 -0.62
H 5.107 -18.413 8.457 0.6 -1.2 -0.3 0.27
H 5.266 -20.007 8.393 0.2 0.2 0.0 0.34
O 7.111 -20.776 10.505 -0.2 0.2 1.7 -0.68
H 7.894 -20.703 11.058 -0.1 0.2 0.5 0.37
H 7.539 -20.935 9.687 0.1 -0.3 -1.7 0.38
O 8.953 -22.440 3.387 -0.3 -0.7 -1.4 -0.63
H 9.277 -22.604 4.260 0.3 0.1 0.8 0.25
H 8.511 -21.595 3.400 0.0 0.4 0.3 0.38
O 8.574 -18.299 8.322 -0.7 -1.8 0.3 -0.69
H 7.807 -18.924 8.113 1.1 1.4 0.3 0.24
H 8.499 -17.489 7.850 -0.7 0.7 -0.6 0.29
O 11.863 -22.151 4.071 0.8 -0.8 0.8 -0.65
H 11.452 -21.308 4.259 -0.1 0.5 -0.2 0.30
H 12.365 -22.328 4.890 -0.4 0.1 -0.6 0.30
```
Forces are in eV/Å.

Here is 31 unconnected molecules or ions with the total composition BF4H60O30 from the Open Molecules 2025 dataset. Energies are from ωB97M-V/def2-TZVPD.

Values from the calculation:
LUMO energy: 0.83 eV
M: 627.3 g/mol
energy: -2717.88716 a.u.
ΔE to the lowest compared entry with this formula, charge and spin: 47.01 kJ/mol
2S+1: 1
total charge: -1
gap between HOMO and LUMO: 8.4754 eV

Geometry as XYZ:
```
95
Properties=species:S:1:pos:R:3:forces:R:3:mulliken_charge:R:1
B -0.615 -0.066 0.269 -0.7 0.4 0.5 0.87
F 0.223 -1.140 0.192 0.8 -0.3 -0.2 -0.43
F -1.592 -0.319 1.237 -0.6 -0.4 0.4 -0.47
F 0.025 1.129 0.638 -0.7 -0.1 0.1 -0.58
F -1.316 0.110 -0.916 0.4 -0.1 -0.5 -0.31
O 3.035 -3.179 1.443 -0.3 -0.1 0.6 -0.61
H 3.546 -3.756 0.875 0.3 0.0 -0.2 0.29
H 2.235 -3.002 0.948 -0.2 0.3 -0.3 0.28
O -3.456 -4.441 -1.959 -0.4 -0.4 -0.4 -0.61
H -4.078 -4.938 -1.428 -0.2 -0.1 0.0 0.27
H -2.812 -4.114 -1.331 0.4 0.4 0.2 0.39
O -2.970 -1.503 -5.575 -0.4 0.0 -0.3 -0.67
H -2.764 -0.682 -5.130 -0.3 0.3 -0.1 0.32
H -2.272 -2.102 -5.309 0.4 -0.5 0.0 0.42
O -3.324 1.192 -4.793 0.3 0.8 -1.0 -0.64
H -4.255 1.411 -4.845 -0.2 -0.2 -0.1 0.25
H -3.209 0.839 -3.911 -0.3 -0.2 0.9 0.46
O -1.582 6.353 -0.070 0.1 0.7 0.1 -0.63
H -2.488 6.605 0.111 -0.2 0.0 0.0 0.27
H -1.629 5.421 -0.279 0.1 -0.6 0.0 0.40
O -3.308 -3.132 2.147 -0.1 0.1 0.0 -0.56
H -3.879 -3.798 1.764 -0.5 -0.2 0.0 0.29
H -3.043 -3.499 2.990 0.2 -0.1 0.3 0.25
O -0.824 -3.131 -5.023 0.0 0.1 -0.6 -0.67
H -0.071 -3.448 -5.522 0.1 0.0 -0.2 0.28
H -0.568 -3.238 -4.107 0.1 -0.3 0.7 0.38
O -1.821 -3.156 -0.109 0.4 -0.2 -0.5 -0.85
H -1.691 -2.211 -0.025 0.0 0.3 0.1 0.16
H -2.288 -3.406 0.688 0.0 0.1 0.6 0.31
O -4.620 -0.322 0.196 -0.3 -0.1 -0.2 -0.66
H -4.008 -0.693 0.832 0.4 -0.2 0.2 0.23
H -4.936 0.482 0.608 -0.1 0.3 0.1 0.30
O -2.058 2.124 2.675 -0.4 0.6 -0.1 -0.69
H -2.223 1.534 3.410 0.0 -0.3 0.1 0.28
H -1.361 1.697 2.177 0.3 -0.2 -0.1 0.16
O 0.195 -5.574 2.900 -0.2 -0.1 0.0 -0.60
H 0.388 -5.769 3.817 0.0 -0.2 0.2 0.28
H 0.544 -4.693 2.763 0.1 0.3 -0.3 0.34
O -0.562 1.467 6.055 0.0 0.3 0.2 -0.61
H -1.441 1.371 6.420 -0.2 0.0 0.1 0.30
H -0.402 0.645 5.592 0.1 -0.2 -0.5 0.29
O 3.294 4.672 -1.333 0.6 0.4 -0.3 -0.68
H 2.517 4.484 -0.807 -0.7 -0.1 0.4 0.42
H 3.702 3.817 -1.471 0.1 -0.2 0.0 0.33
O 4.942 1.617 -0.711 0.7 0.0 0.0 -0.74
H 4.116 1.645 -0.228 -0.8 0.2 0.0 0.48
H 4.686 1.703 -1.629 0.0 -0.1 -0.5 0.34
O -3.454 0.119 -2.345 -0.1 0.3 -0.6 -0.69
H -4.090 -0.097 -1.664 -0.3 -0.2 0.4 0.29
H -2.641 0.289 -1.870 0.0 -0.1 0.1 0.54
O 3.485 -2.925 -3.473 0.0 -0.5 -0.2 -0.67
H 3.194 -2.186 -2.939 -0.1 0.4 0.4 0.37
H 3.896 -2.522 -4.238 0.1 0.1 -0.1 0.30
O -0.312 4.185 4.118 0.3 0.3 0.3 -0.63
H -0.724 4.566 3.342 -0.1 0.1 -0.3 0.32
H -0.877 3.450 4.354 -0.1 -0.3 0.0 0.32
O -0.607 -0.563 3.593 0.2 0.5 0.8 -0.54
H -0.719 -0.633 2.645 -0.3 0.1 -0.3 0.34
H -0.386 -1.450 3.875 0.2 -0.4 0.0 0.30
O 2.672 -0.741 -1.511 0.1 -0.6 -0.7 -0.67
H 3.034 0.027 -1.069 0.2 0.3 0.9 0.29
H 1.753 -0.760 -1.245 -0.3 0.0 0.1 0.21
O 2.502 1.259 0.502 0.5 -0.2 -0.9 -0.05
H 1.548 1.217 0.564 0.0 0.1 -0.2 0.18
H 2.784 1.601 1.350 0.1 0.0 0.6 0.30
O 0.373 -2.829 4.609 -0.1 -0.3 0.1 -0.47
H -0.017 -2.826 5.483 -0.1 0.0 0.3 0.23
H 0.880 -3.640 4.575 0.3 0.0 -0.1 0.20
O 0.272 2.023 -1.991 0.7 -0.1 0.4 -0.51
H -0.111 2.157 -2.858 -0.1 0.1 -0.7 0.24
H -0.198 1.269 -1.635 -0.1 0.1 0.0 0.22
O 2.698 -0.791 3.688 0.1 0.4 0.5 -0.59
H 2.805 -1.480 3.033 0.4 -0.2 -0.5 0.26
H 1.752 -0.650 3.737 -0.5 0.0 0.0 0.33
O -0.297 -3.778 -2.397 0.3 0.1 -0.3 -0.57
H -0.762 -3.308 -1.704 -0.2 0.0 0.3 0.33
H 0.144 -4.497 -1.944 0.1 -0.2 0.0 0.28
O -0.772 2.343 -4.348 0.3 0.3 -0.3 -0.53
H -1.403 3.034 -4.550 -0.3 0.1 0.0 0.24
H -0.764 1.791 -5.130 -0.1 -0.3 -0.1 0.25
O 0.707 3.988 -0.213 0.5 1.1 0.7 -0.68
H 0.538 3.500 -1.019 -0.2 -0.7 -0.4 0.49
H 0.681 3.326 0.478 0.0 -0.1 0.0 0.20
O 5.178 0.402 1.990 0.7 -0.7 0.1 -0.74
H 4.474 0.828 2.480 0.2 0.0 0.0 0.48
H 5.129 0.789 1.115 0.3 -0.1 -0.3 0.31
O 3.305 1.950 2.832 -0.4 0.9 0.9 -0.63
H 3.318 2.873 3.088 0.1 0.5 -0.1 0.21
H 3.008 1.488 3.616 -0.3 -0.6 0.2 0.25
O -2.242 3.578 -0.308 -0.3 0.1 -0.1 -0.59
H -2.335 3.076 0.501 0.0 -0.1 0.5 0.25
H -2.619 3.014 -0.984 0.0 -0.1 -0.3 0.24
O 3.442 0.939 -3.544 0.6 0.5 -0.5 -0.64
H 2.637 1.261 -3.950 -0.2 0.2 0.0 0.28
H 3.143 0.327 -2.872 -0.4 -0.5 0.2 0.47
```
Forces are in eV/Å.

Here is a molecular structure, BH14NiO5 from the Open Molecules 2025 dataset. Energies are from ωB97M-V/def2-TZVPD.

Values from the calculation:
LUMO energy (alpha / beta): -3.88 / -3.97 eV
M: 163.6 g/mol
<S²>: 2.009
energy: -1916.80153 a.u.
ΔE to the lowest compared entry with this formula, charge and spin: 1792.45 kJ/mol
2S+1: 3
total charge: +1
gap between HOMO and LUMO (alpha / beta): 6.7085 / 8.2869 eV

Geometry as XYZ:
```
21
Properties=species:S:1:pos:R:3:forces:R:3:lowdin_spin:R:1
Ni 0.031 0.001 0.047 -7.2 0.3 -1.0 1.42
B -1.432 -0.771 0.345 -9.1 -4.9 1.9 0.05
H -0.673 -1.526 0.214 -0.2 -4.1 -0.4 0.01
H -1.177 -0.049 1.105 -1.7 1.3 3.3 0.02
H -1.750 -0.273 -0.558 -2.5 0.8 -3.1 0.00
H -2.303 -1.279 0.731 -3.0 -1.7 1.6 0.03
O -0.626 1.396 -0.473 -6.3 10.9 -4.2 0.06
H -1.563 1.379 -0.666 -1.0 0.0 0.0 0.00
H -0.313 2.207 -0.874 0.4 0.7 -0.3 0.02
O 1.331 0.669 -0.520 14.6 8.2 -6.8 0.07
H 2.199 0.883 -0.178 0.8 0.1 0.3 0.02
H 1.396 0.830 -1.461 0.6 0.5 -0.4 0.01
O 0.085 -0.714 -1.450 -0.1 -5.2 -10.5 0.06
H 0.492 -0.443 -2.273 0.2 -0.1 -0.8 0.01
H -0.601 -1.328 -1.712 -0.7 -0.5 -0.1 0.00
O 1.017 -1.074 0.580 11.6 -12.7 6.6 0.08
H 1.525 -0.791 1.340 0.9 -0.4 0.5 0.01
H 1.078 -2.029 0.592 -0.2 -1.0 -0.1 0.01
O 0.422 0.763 1.407 3.7 7.1 12.3 0.08
H 0.371 0.435 2.305 -0.5 -0.1 0.9 0.01
H 0.489 1.713 1.502 -0.1 0.8 0.2 0.01
```
Forces are in eV/Å.

Here is a molecular structure, BH20O8 from the Open Molecules 2025 dataset. Energies are from ωB97M-V/def2-TZVPD.

Values from the calculation:
LUMO energy: 2.82 eV
M: 159.0 g/mol
energy: -638.63949 a.u.
ΔE to the lowest compared entry with this formula, charge and spin: 413.80 kJ/mol
2S+1: 1
total charge: -1
gap between HOMO and LUMO: 8.5636 eV

Geometry as XYZ:
```
29
Properties=species:S:1:pos:R:3:forces:R:3:mulliken_charge:R:1
B -0.963 0.356 -0.204 0.0 1.3 -2.7 0.65
H -0.200 -0.563 -0.239 0.4 -0.7 -0.5 -0.33
H -1.699 0.432 -1.293 1.0 -0.1 1.2 -0.27
H -1.645 0.171 0.715 -1.0 0.2 1.2 -0.23
H -0.235 1.405 -0.103 -0.5 -0.5 0.0 -0.50
O -1.015 3.263 2.130 -0.6 -0.3 1.3 -0.65
H -1.220 3.052 3.079 0.3 0.2 -1.5 0.30
H -1.550 2.634 1.612 0.5 0.1 0.1 0.32
O -0.817 3.481 -2.347 0.2 2.5 1.2 -0.65
H -1.281 3.250 -3.116 -0.7 -1.0 -1.4 0.30
H -0.273 2.790 -2.027 0.4 -1.5 0.3 0.29
O 0.471 -0.237 2.135 5.0 -0.2 2.8 -0.83
H 1.122 0.231 1.561 0.0 -0.4 1.0 0.34
H -0.183 -0.146 1.540 -4.8 0.3 -3.0 0.47
O -2.325 -2.984 0.128 -8.0 -5.5 -2.8 -0.79
H -1.609 -3.593 -0.283 -2.4 1.1 0.3 0.49
H -1.844 -2.385 0.480 4.6 6.9 3.6 0.23
O 2.838 2.575 -0.160 4.5 3.4 1.0 -0.64
H 2.029 3.063 -0.294 -0.5 0.4 0.0 0.32
H 3.635 3.407 0.037 -4.0 -3.9 -1.0 0.31
O 1.323 -0.149 -2.829 2.7 -1.5 -1.7 -0.71
H 2.133 -0.645 -2.506 -1.8 1.2 -0.2 0.30
H 0.823 0.153 -2.104 -1.0 0.3 1.9 0.23
O -0.483 -3.904 -0.333 5.7 -2.0 -0.7 -0.67
H 0.057 -3.877 -1.132 0.0 0.1 0.1 0.30
H 0.043 -3.399 0.414 -0.7 -1.6 -1.5 0.37
O 1.074 -2.989 1.314 0.9 -0.3 3.2 -0.63
H 0.600 -2.188 1.530 -0.2 2.1 -0.5 0.32
H 1.194 -3.204 2.292 0.1 -0.5 -1.9 0.35
```
Forces are in eV/Å.